Record 1
{"formula": "C6H13N", "method": "wB97M-V/def2-TZVPD", "species": ["C", "C", "N", "C", "C", "C", "C", "H", "H", "H", "H", "H", "H", "H", "H", "H", "H", "H", "H", "H"], "xyz": [[2.334, 0.038, 0.055], [0.902, 0.541, -0.006], [0.060, -0.114, -0.992], [-0.753, 0.701, -1.872], [-0.323, -0.220, 0.412], [-1.590, 0.487, 0.887], [-0.220, -1.600, 1.030], [2.927, 0.529, -0.727], [2.824, 0.237, 1.015], [2.378, -1.037, -0.144], [0.813, 1.629, 0.077], [-1.486, 0.058, -2.370], [-1.297, 1.504, -1.359], [-0.120, 1.161, -2.637], [-1.652, 0.477, 1.979], [-1.709, 1.526, 0.567], [-2.461, -0.067, 0.506], [0.560, -2.204, 0.563], [-1.174, -2.128, 0.913], [-0.014, -1.520, 2.104]], "forces_ev_per_a": [[-0.05, -0.03, 0.04], [0.08, 0.11, 0.06], [-0.10, -0.04, -0.11], [-0.11, 0.10, -0.14], [-0.12, -0.08, 0.19], [0.03, 0.03, 0.03], [0.05, -0.04, -0.01], [-0.13, -0.05, 0.14], [-0.17, 0.02, -0.09], [-0.07, 0.17, 0.08], [-0.09, -0.16, -0.08], [0.08, 0.12, 0.01], [0.11, -0.03, -0.17], [-0.04, -0.13, 0.05], [0.08, -0.05, -0.10], [0.24, -0.17, 0.08], [0.14, 0.10, 0.10], [-0.07, 0.12, 0.04], [0.15, 0.04, 0.00], [-0.02, -0.04, -0.14]], "nbo_charge": [-0.615, -0.077, -0.419, -0.415, 0.094, -0.629, -0.610, 0.213, 0.208, 0.217, 0.183, 0.200, 0.169, 0.201, 0.220, 0.212, 0.211, 0.221, 0.209, 0.207], "e_tot_ev": -7921.9690, "molar_mass_g_mol": 99.18, "gap_ev": 9.87}

Record 2
{"formula": "C6H13N", "method": "wB97M-V/def2-TZVPD", "species": ["C", "C", "N", "C", "C", "C", "C", "H", "H", "H", "H", "H", "H", "H", "H", "H", "H", "H", "H", "H"], "xyz": [[2.249, -1.020, -1.174], [0.959, -0.192, -1.243], [0.487, 0.156, 0.109], [-0.303, -0.843, 0.862], [-1.714, -0.285, 1.029], [-1.437, 1.256, 1.063], [-0.433, 1.335, -0.069], [3.132, -0.505, -0.810], [2.050, -1.747, -0.374], [2.389, -1.556, -2.110], [0.131, -0.572, -1.860], [1.164, 0.768, -1.723], [-0.316, -1.814, 0.372], [0.094, -0.846, 1.879], [-2.169, -0.666, 1.936], [-2.332, -0.438, 0.141], [-2.260, 1.954, 0.946], [-0.957, 1.474, 2.021], [0.292, 2.148, -0.007], [-1.026, 1.392, -0.989]], "forces_ev_per_a": [[-1.47, -0.87, 0.55], [0.58, 0.78, 0.61], [-1.47, 0.71, -1.17], [-0.15, 0.49, 0.01], [-0.10, 1.34, -0.48], [0.79, -0.85, 0.62], [1.14, 0.25, 1.10], [-0.04, 0.50, -0.42], [0.18, -0.31, -0.35], [0.43, 0.02, 0.00], [0.27, -0.74, 0.06], [0.21, 0.06, 0.01], [0.26, -0.22, 0.23], [0.33, -0.73, -0.11], [-0.35, -0.07, -0.06], [-0.14, -0.48, 0.16], [-0.33, -0.29, -0.11], [0.06, 0.16, -0.02], [-0.64, 0.62, -0.21], [0.43, -0.37, -0.40]], "nbo_charge": [-0.619, -0.213, -0.440, -0.236, -0.408, -0.415, -0.234, 0.217, 0.203, 0.208, 0.165, 0.190, 0.198, 0.189, 0.213, 0.193, 0.214, 0.196, 0.207, 0.169], "e_tot_ev": -7922.1432, "molar_mass_g_mol": 99.18, "gap_ev": 9.56}

Record 3
{"formula": "C6H13N", "method": "wB97M-V/def2-TZVPD", "species": ["C", "C", "C", "N", "C", "C", "C", "H", "H", "H", "H", "H", "H", "H", "H", "H", "H", "H", "H", "H"], "xyz": [[-1.371, 1.874, 1.887], [-0.410, 0.801, 1.368], [-0.104, 0.990, -0.119], [0.822, -0.002, -0.646], [0.698, -0.452, -2.339], [0.335, -1.286, -1.172], [1.134, -2.513, -0.790], [-2.319, 1.867, 1.333], [-0.940, 2.878, 1.794], [-1.609, 1.714, 2.943], [0.526, 0.827, 1.941], [-0.849, -0.194, 1.525], [0.335, 1.979, -0.289], [-1.037, 0.941, -0.699], [1.699, 0.291, -1.093], [-0.191, 0.134, -2.627], [-0.723, -1.373, -0.897], [0.817, -3.362, -1.407], [2.197, -2.337, -0.978], [0.991, -2.775, 0.266]], "forces_ev_per_a": [[-0.03, 0.03, 0.01], [0.02, -0.03, 0.02], [-0.10, 0.12, -0.02], [0.20, 0.09, -0.23], [-0.47, -0.08, -0.03], [-0.02, -0.10, -0.01], [0.02, 0.03, -0.03], [0.17, -0.02, 0.06], [-0.05, -0.17, -0.01], [0.06, 0.01, -0.17], [-0.13, -0.01, -0.12], [0.10, 0.15, -0.06], [-0.10, -0.09, 0.01], [0.11, 0.06, 0.08], [0.09, -0.02, 0.66], [0.05, -0.15, -0.02], [0.16, 0.02, -0.06], [0.05, 0.15, 0.10], [-0.15, -0.03, 0.01], [0.02, 0.06, -0.18]], "nbo_charge": [-0.608, -0.404, -0.212, -0.512, -0.355, -0.129, -0.615, 0.204, 0.204, 0.217, 0.205, 0.201, 0.203, 0.189, 0.452, 0.128, 0.189, 0.218, 0.219, 0.205], "e_tot_ev": -7919.2990, "molar_mass_g_mol": 99.18, "gap_ev": 8.98}

Record 4
{"formula": "C6H13N", "method": "wB97M-V/def2-TZVPD", "species": ["C", "C", "N", "C", "C", "C", "C", "H", "H", "H", "H", "H", "H", "H", "H", "H", "H", "H", "H", "H"], "xyz": [[0.880, -2.389, -1.093], [-0.152, -1.557, -0.361], [0.338, -0.454, 0.468], [1.146, -0.222, 1.461], [-0.361, -0.114, -0.603], [-1.472, 2.132, 1.538], [-0.017, 0.863, -1.673], [1.303, -3.184, -0.471], [0.397, -2.858, -1.957], [1.696, -1.759, -1.463], [-0.969, -2.131, 0.086], [1.477, 0.793, 1.647], [-1.232, 1.641, 2.485], [1.398, -1.034, 2.130], [-1.659, 1.370, 0.776], [-2.353, 2.765, 1.662], [-0.621, 2.748, 1.229], [0.976, 0.680, -2.116], [-0.018, 1.882, -1.270], [-0.759, 0.828, -2.476]], "forces_ev_per_a": [[0.05, 0.02, -0.05], [-0.03, -0.34, -0.01], [-0.10, 0.11, -0.09], [0.03, 0.04, 0.00], [0.28, 0.02, 0.06], [0.01, 0.03, 0.03], [-0.06, 0.08, -0.03], [-0.07, 0.11, -0.06], [0.08, 0.04, 0.12], [-0.10, -0.10, 0.08], [0.09, 0.09, -0.09], [-0.05, -0.14, -0.06], [-0.05, 0.10, -0.11], [-0.04, 0.08, -0.13], [-0.01, 0.16, 0.16], [0.12, -0.07, 0.00], [-0.14, -0.07, 0.07], [-0.11, 0.00, 0.09], [-0.01, -0.16, -0.06], [0.10, 0.01, 0.11]], "nbo_charge": [-0.649, -0.038, -0.205, -0.317, 0.001, -0.865, -0.655, 0.215, 0.221, 0.215, 0.181, 0.194, 0.214, 0.192, 0.227, 0.211, 0.203, 0.200, 0.227, 0.226], "e_tot_ev": -7919.3165, "molar_mass_g_mol": 99.18, "gap_ev": 7.88}

Record 5
{"formula": "C6H13N", "method": "wB97M-V/def2-TZVPD", "species": ["C", "C", "C", "C", "C", "N", "C", "H", "H", "H", "H", "H", "H", "H", "H", "H", "H", "H", "H", "H"], "xyz": [[1.034, -0.456, -0.249], [-0.870, 1.145, -1.073], [1.010, -1.866, -0.749], [0.787, 1.742, 0.752], [0.042, 0.617, 0.010], [-1.820, -0.826, 0.860], [-0.500, -0.359, 0.946], [1.999, -0.262, 0.203], [-1.971, -1.758, 1.240], [-2.282, -0.622, -0.022], [-0.062, -0.528, 1.908], [-0.316, 1.818, -1.725], [-1.271, 0.339, -1.689], [-1.696, 1.693, -0.623], [1.332, -2.532, 0.055], [0.012, -2.177, -1.070], [1.460, 2.276, 0.082], [1.370, 1.343, 1.577], [0.046, 2.434, 1.152], [1.695, -2.022, -1.587]], "forces_ev_per_a": [[-0.62, -1.26, 1.08], [0.00, -0.10, 0.00], [-0.52, 0.08, -0.81], [-0.69, 0.02, -0.27], [0.44, 0.95, 0.28], [0.74, -0.56, -0.55], [0.72, 0.44, -0.06], [-0.07, 0.13, 0.45], [-0.15, 0.27, -0.45], [0.03, -0.42, 0.36], [0.20, 0.50, 0.40], [0.01, 0.01, -0.06], [-0.02, 0.01, -0.05], [-0.14, 0.12, -0.04], [-0.05, -0.12, -0.10], [0.02, -0.12, -0.06], [0.04, 0.01, -0.13], [0.01, -0.07, 0.06], [0.08, 0.17, 0.07], [-0.04, -0.04, -0.12]], "nbo_charge": [-0.273, -0.605, -0.623, -0.567, -0.137, -0.812, 0.030, 0.185, 0.377, 0.379, 0.194, 0.223, 0.205, 0.208, 0.198, 0.197, 0.205, 0.209, 0.206, 0.201], "e_tot_ev": -7920.4719, "molar_mass_g_mol": 99.18, "gap_ev": 7.61}

Record 6
{"formula": "C6H13N", "method": "wB97M-V/def2-TZVPD", "species": ["C", "C", "C", "C", "N", "C", "C", "H", "H", "H", "H", "H", "H", "H", "H", "H", "H", "H", "H", "H"], "xyz": [[-2.791, -0.389, -1.444], [-1.767, 0.355, -0.584], [-1.142, -0.265, 0.576], [-0.094, 0.510, 1.288], [1.280, 0.840, 0.851], [1.839, -0.324, 0.188], [3.327, -0.021, -0.007], [-3.332, -1.259, -0.984], [-3.622, 0.505, -1.381], [-2.421, -0.571, -2.478], [-2.304, 0.571, 0.315], [-1.334, 1.181, -1.064], [-1.415, -1.130, 1.096], [-0.621, 1.435, 1.650], [0.160, 0.125, 2.287], [1.683, -1.330, 0.691], [1.432, -0.404, -0.858], [3.868, -0.733, -0.704], [3.751, -0.102, 0.989], [3.503, 1.005, -0.426]], "forces_ev_per_a": [[-2.19, 2.46, 0.35], [-0.07, -4.19, -0.39], [3.92, 2.06, -0.57], [1.24, 0.96, 2.15], [-2.03, -1.02, -1.09], [0.15, 1.06, -1.72], [0.69, -0.42, -0.65], [1.05, 0.66, -0.39], [1.43, -2.41, -1.25], [-0.56, 0.07, 0.78], [-2.19, 1.97, 1.26], [0.80, 1.07, -0.08], [-1.27, -1.35, 0.08], [0.40, -0.17, -0.55], [-0.78, -0.98, 0.19], [-0.13, 0.69, -0.13], [0.06, -0.39, 0.61], [-0.71, 0.53, 0.86], [0.59, 0.24, -0.01], [-0.40, -0.84, 0.55]], "nbo_charge": [-0.614, -0.397, 0.003, -0.370, -0.540, -0.267, -0.605, 0.227, 0.214, 0.236, 0.290, 0.258, 0.225, 0.239, 0.205, 0.144, 0.145, 0.192, 0.200, 0.216], "e_tot_ev": -7915.7181, "molar_mass_g_mol": 99.18, "gap_ev": 5.21}